# C48H72O24

12 unconnected molecules or ions with the total composition C48H72O24 (ωB97M-V/def2-TZVPD, the OMol25 dataset).

Each line ends with the Löwdin charge.
Element x y z (Å)
O (1.47, -1.73, -4.46)  0.09
C (2.45, -1.17, -4.04)  -0.45
C (3.42, -1.36, -2.82)  -0.02
C (4.24, -0.05, -2.86)  -0.15
C (4.07, 0.45, -4.26)  -0.16
O (2.80, -0.05, -4.69)  0.00
H (2.74, -1.50, -1.95)  0.11
H (3.98, -2.26, -2.95)  0.10
H (3.85, 0.70, -2.15)  0.08
H (5.30, -0.17, -2.55)  0.12
H (3.97, 1.53, -4.24)  0.12
H (4.84, 0.06, -4.93)  0.13
O (5.66, -3.19, -1.20)  0.12
C (5.39, -3.22, -0.04)  -0.50
C (5.62, -2.18, 1.01)  -0.11
C (4.77, -2.51, 2.18)  -0.14
C (4.73, -4.07, 1.96)  -0.12
O (4.76, -4.28, 0.52)  0.02
H (6.71, -2.29, 1.15)  0.14
H (5.43, -1.16, 0.62)  0.10
H (5.08, -2.26, 3.20)  0.12
H (3.76, -2.15, 2.06)  0.09
H (5.68, -4.54, 2.39)  0.14
H (3.82, -4.43, 2.44)  0.09
O (1.76, -4.21, 3.41)  0.08
C (0.85, -4.11, 2.60)  -0.48
C (-0.27, -3.12, 2.42)  -0.10
C (-1.04, -3.52, 1.23)  -0.16
C (-0.07, -4.48, 0.54)  -0.11
O (0.78, -4.93, 1.59)  0.06
H (-0.79, -2.97, 3.38)  0.14
H (0.17, -2.14, 2.23)  0.10
H (-1.98, -3.91, 1.61)  0.11
H (-1.25, -2.67, 0.63)  0.08
H (-0.62, -5.29, 0.07)  0.11
H (0.60, -4.05, -0.18)  0.12
O (-3.32, 6.65, 1.59)  0.11
C (-3.60, 5.54, 1.22)  -0.47
C (-2.69, 4.43, 0.67)  -0.06
C (-3.74, 3.43, 0.14)  -0.16
C (-4.98, 3.73, 0.91)  -0.18
O (-4.82, 5.03, 1.45)  0.03
H (-1.99, 4.75, -0.13)  0.13
H (-2.05, 4.07, 1.49)  0.11
H (-3.75, 3.64, -0.92)  0.12
H (-3.46, 2.37, 0.21)  0.11
H (-5.94, 3.69, 0.29)  0.15
H (-5.05, 3.04, 1.78)  0.13
O (-2.36, -3.44, -1.70)  0.13
C (-3.33, -4.11, -1.58)  -0.48
C (-3.44, -5.49, -0.90)  -0.10
C (-4.83, -5.89, -0.96)  -0.15
C (-5.49, -4.88, -1.98)  -0.10
O (-4.50, -3.83, -2.22)  0.00
H (-2.79, -6.14, -1.43)  0.10
H (-3.00, -5.33, 0.14)  0.13
H (-5.05, -6.94, -1.25)  0.13
H (-5.38, -5.76, -0.07)  0.09
H (-5.71, -5.27, -2.96)  0.11
H (-6.47, -4.34, -1.74)  0.14
O (-4.42, 0.36, -2.63)  0.11
C (-4.46, 0.04, -1.47)  -0.47
C (-5.69, 0.09, -0.49)  -0.03
C (-5.21, -0.86, 0.66)  -0.13
C (-3.71, -0.81, 0.50)  -0.19
O (-3.47, -0.63, -0.88)  0.01
H (-5.85, 1.16, -0.11)  0.11
H (-6.63, -0.26, -0.93)  0.12
H (-5.49, -0.76, 1.73)  0.13
H (-5.49, -1.86, 0.31)  0.11
H (-3.27, -0.02, 1.08)  0.10
H (-3.21, -1.72, 0.75)  0.10
O (5.36, 0.85, -0.09)  0.10
C (5.27, 1.92, 0.45)  -0.47
C (5.85, 2.32, 1.77)  -0.06
C (5.00, 3.54, 2.09)  -0.14
C (4.52, 4.03, 0.69)  -0.13
O (4.46, 2.85, -0.15)  0.01
H (5.78, 1.46, 2.44)  0.13
H (6.90, 2.55, 1.59)  0.13
H (4.20, 3.30, 2.73)  0.09
H (5.60, 4.40, 2.47)  0.12
H (3.54, 4.54, 0.71)  0.12
H (5.29, 4.75, 0.31)  0.13
O (-2.49, -6.24, -4.02)  0.12
C (-1.39, -5.81, -4.07)  -0.50
C (-0.60, -5.27, -5.29)  -0.07
C (0.84, -5.57, -4.92)  -0.14
C (0.78, -5.31, -3.40)  -0.09
O (-0.58, -5.83, -2.99)  -0.01
H (-1.06, -5.78, -6.15)  0.13
H (-0.88, -4.23, -5.40)  0.13
H (1.16, -6.61, -5.15)  0.13
H (1.57, -4.89, -5.34)  0.11
H (1.54, -5.74, -2.78)  0.12
H (0.72, -4.24, -3.26)  0.11
O (1.61, -1.57, 0.16)  0.12
C (1.27, -0.43, 0.32)  -0.47
C (-0.09, 0.12, 0.59)  -0.08
C (0.03, 1.63, 0.43)  -0.11
C (1.56, 1.84, 0.56)  -0.15
O (2.12, 0.59, 0.20)  0.04
H (-0.80, -0.36, -0.04)  0.10
H (-0.57, -0.13, 1.58)  0.12
H (-0.32, 1.95, -0.52)  0.09
H (-0.58, 2.24, 1.21)  0.12
H (1.98, 2.59, -0.13)  0.11
H (1.91, 2.16, 1.57)  0.13
O (2.05, 2.10, -2.79)  0.10
C (0.99, 1.73, -3.27)  -0.45
C (0.15, 2.12, -4.48)  -0.05
C (-0.75, 0.91, -4.75)  -0.14
C (-0.90, 0.33, -3.40)  -0.14
O (0.26, 0.77, -2.66)  0.00
H (-0.49, 2.94, -4.10)  0.13
H (0.70, 2.54, -5.30)  0.12
H (-1.73, 1.26, -5.10)  0.12
H (-0.33, 0.17, -5.41)  0.11
H (-1.77, 0.65, -2.80)  0.12
H (-0.87, -0.72, -3.48)  0.11
O (-2.13, 1.06, 3.28)  0.10
C (-1.66, 1.63, 4.23)  -0.52
C (-0.58, 1.09, 5.10)  -0.06
C (-0.77, 1.87, 6.45)  -0.12
C (-1.46, 3.15, 5.93)  -0.11
O (-2.25, 2.73, 4.73)  0.04
H (-0.54, 0.01, 5.17)  0.12
H (0.38, 1.31, 4.64)  0.13
H (-1.54, 1.37, 7.04)  0.11
H (0.07, 2.05, 7.10)  0.12
H (-2.05, 3.60, 6.67)  0.11
H (-0.65, 3.82, 5.62)  0.12
O (1.28, 4.79, 2.61)  0.11
C (0.64, 5.78, 2.43)  -0.52
C (-0.50, 6.33, 3.21)  -0.08
C (-0.50, 7.82, 2.76)  -0.15
C (-0.05, 7.67, 1.36)  -0.15
O (1.00, 6.65, 1.46)  0.02
H (-1.45, 5.83, 3.01)  0.11
H (-0.31, 6.22, 4.25)  0.11
H (-1.49, 8.29, 2.93)  0.13
H (0.27, 8.37, 3.41)  0.15
H (-0.85, 7.18, 0.79)  0.11
H (0.31, 8.50, 0.75)  0.14

Computed properties:
Strongest force on any atom (eV/A): 3.7
LUMO (Eh): 0.0087
Relative energy (zero: lowest compared OMol25 entry of this formula, charge and spin) (eV): 2.394

---

# C14H22BCoN2O5S

A molecular structure, C14H22BCoN2O5S (ωB97M-V/def2-TZVPD, the OMol25 dataset).

Each line ends with the Mulliken spin population.
Element x y z (Å)
Co (-0.17, -0.42, -1.95)  1.14
O (1.66, -0.02, -2.57)  -0.01
N (2.20, 1.15, -2.29)  0.00
C (3.52, 1.15, -2.01)  0.00
C (4.20, 2.30, -1.74)  0.00
C (3.49, 3.51, -1.74)  0.01
C (2.15, 3.49, -2.01)  -0.01
C (1.44, 2.30, -2.30)  0.01
S (-0.22, 2.23, -2.62)  0.03
H (3.96, 0.16, -2.02)  0.00
H (5.26, 2.25, -1.52)  0.00
H (3.99, 4.44, -1.53)  0.00
H (1.58, 4.41, -2.02)  0.00
N (-2.29, -0.26, -2.18)  0.02
C (-3.08, -1.43, -1.75)  -0.01
C (-2.65, -2.68, -2.51)  0.00
C (-1.30, -3.24, -2.06)  0.00
O (-1.28, -4.42, -1.69)  0.00
O (-0.31, -2.45, -2.16)  0.01
H (-2.53, 0.57, -1.65)  0.00
H (-2.47, -0.05, -3.16)  0.00
H (-4.15, -1.26, -1.88)  0.00
H (-2.88, -1.57, -0.69)  0.00
H (-2.59, -2.44, -3.59)  0.00
H (-3.40, -3.46, -2.38)  0.00
C (-0.47, 1.73, 2.40)  0.00
C (0.28, 0.42, 2.19)  -0.01
C (1.44, 0.31, 3.16)  0.00
O (0.79, 0.43, 0.85)  -0.04
B (-0.12, -0.23, 0.01)  -0.13
O (-1.11, -0.84, 0.81)  -0.01
C (-0.66, -0.82, 2.17)  0.00
C (-1.86, -0.72, 3.09)  0.00
C (0.08, -2.13, 2.42)  0.00
H (0.20, 2.55, 2.16)  0.00
H (-0.81, 1.84, 3.44)  0.00
H (-1.34, 1.79, 1.74)  0.00
H (2.04, 1.23, 3.10)  0.00
H (2.08, -0.53, 2.92)  0.00
H (1.08, 0.20, 4.19)  0.00
H (-2.50, 0.13, 2.82)  0.00
H (-1.55, -0.60, 4.13)  0.00
H (-2.46, -1.63, 3.02)  0.00
H (0.97, -2.20, 1.80)  0.00
H (-0.58, -2.95, 2.14)  0.00
H (0.36, -2.25, 3.47)  0.00

Computed properties:
Strongest force on any atom (eV/A): 0.7
LUMO (spin up / spin down) (Eh): 0.1031 / 0.1032
Relative energy (zero: lowest compared OMol25 entry of this formula, charge and spin) (eV): 0.000
<S²>: 0.88
Net charge: -1
Multiplicity: 2

---

# C15H7BrF5I2N2OSSc

A molecular structure, C15H7BrF5I2N2OSSc (ωB97M-V/def2-TZVPD, the OMol25 dataset).

Each line ends with the Löwdin charge.
Element x y z (Å)
Sc (0.42, -0.38, -0.15)  0.52
I (1.52, -0.85, 4.88)  0.95
C (1.09, 0.85, 3.78)  -0.65
C (1.10, 2.11, 4.43)  -0.22
C (0.82, 3.26, 3.74)  -0.68
I (0.87, 5.07, 4.77)  0.94
C (0.50, 3.20, 2.36)  -0.20
C (0.17, 4.31, 1.54)  -0.02
C (-0.14, 4.13, 0.22)  -0.02
C (-0.15, 2.82, -0.31)  -0.10
N (0.14, 1.78, 0.43)  0.01
C (0.50, 1.94, 1.74)  -0.14
C (0.84, 0.74, 2.44)  -0.41
O (0.84, -0.39, 1.75)  -0.25
H (1.32, 2.15, 5.48)  0.08
H (0.17, 5.30, 1.97)  0.07
H (-0.38, 4.96, -0.42)  0.11
H (-0.40, 2.63, -1.34)  0.11
F (0.27, -5.59, -4.35)  0.13
C (-0.05, -4.40, -3.86)  -0.14
C (0.41, -4.02, -2.61)  -0.15
F (1.18, -4.83, -1.89)  0.14
C (0.05, -2.77, -2.15)  -0.21
F (0.56, -2.44, -0.90)  -0.05
C (-0.76, -1.86, -2.80)  -0.53
S (-1.25, -0.30, -2.14)  0.60
C (-1.19, -2.30, -4.06)  -0.24
F (-1.96, -1.51, -4.80)  0.10
C (-0.85, -3.53, -4.58)  -0.14
F (-1.28, -3.90, -5.78)  0.13
N (-1.50, -1.48, 0.85)  0.01
H (-2.10, -0.76, 1.24)  0.06
H (-1.23, -2.06, 1.64)  0.06
H (-2.07, -2.01, 0.21)  0.04
Br (2.57, 0.13, -1.32)  0.05

Computed properties:
Strongest force on any atom (eV/A): 1.1
LUMO (Eh): -0.0333

---

Q: Look up the strongest force on any atom of the first one.
A: 3.7 eV/A

---

Q: Look up the strongest force on any atom of the third one.
A: 1.1 eV/A

---

Q: What is the formula in the second record?
A: C14H22BCoN2O5S